1.
ORCA calculation (the ωB97M-V functional and the def2-TZVPD basis) on 2 unconnected molecules or ions with the total composition C3H8N2O.

```
! RIJCOSX wB97M-V def2-TZVPD def2/J DEFGRID3
* xyz 0 1
C 1.10920 -1.79712 0.39607
C 1.70462 -1.00069 -0.43202
N 1.72064 0.37290 -0.22023
H 1.08230 -1.47871 1.44978
H 0.86998 -2.83950 0.21243
H 1.91193 -1.43417 -1.44449
H 2.22882 0.85073 -0.90924
H 1.41524 0.81783 0.66011
N -2.13533 0.30550 -0.01764
C -1.76953 1.65593 0.11941
O -2.50058 2.37695 0.85792
H -1.92264 0.00453 -0.94050
H -2.98177 0.17923 0.50343
H -0.73289 1.98659 -0.23502
*
```

* ΔE to the lowest compared entry with this formula, charge and spin: 54.1 kcal per mole
* LUMO: 0.87 eV
* E_tot: -303.80587 Eh
* HOMO energy: -8.35 eV

These are the Löwdin partial charges, in e, on atoms 1 to 6: -0.07 -0.33 0.03 0.06 0.04 0.12

---

2.
ORCA calculation (the ωB97M-V functional and the def2-TZVPD basis) on C3H8N2O in the gas phase.

```
! RIJCOSX wB97M-V def2-TZVPD def2/J DEFGRID3
* xyz 0 1
H -1.43833 -0.18702 -2.00966
N -1.99337 0.66405 -1.96258
C -1.57617 1.41743 -1.01823
N -0.55037 1.35102 -0.08123
O 0.34362 0.31838 -0.30533
C 0.60550 -0.39535 0.96311
C 1.37647 -1.67748 0.56882
H -2.04906 2.42562 -0.76979
H -0.16864 2.29248 -0.00394
H 1.21223 0.28483 1.70544
H -0.38639 -0.58751 1.48279
H 2.38288 -1.44392 -0.01414
H 0.62719 -2.28447 -0.11419
H 1.61444 -2.17805 1.55893
*
```

* ΔE to the lowest compared entry with this formula, charge and spin: 84.9 kcal per mole
* LUMO: 0.90 eV
* E_tot: -303.75687 Eh
* HOMO energy: -9.43 eV

These are the Löwdin partial charges, in e, on atoms 1 to 6: 0.03 0.09 -0.32 -0.06 -0.17 -0.26

---

3.
ORCA calculation (the ωB97M-V functional and the def2-TZVPD basis) on 2 unconnected molecules or ions with the total composition C3H8N2O.

```
! RIJCOSX wB97M-V def2-TZVPD def2/J DEFGRID3
* xyz 0 1
C 0.67916 0.28355 0.30059
C -2.29888 0.94313 0.12855
C 0.96774 -1.18557 -0.11243
N -3.06933 -0.10167 0.20535
N 1.65618 1.17245 -0.02622
O -4.25769 -0.12444 -0.26823
H -1.23422 1.13925 0.87412
H -2.84686 1.63274 -0.46420
H 2.05315 -1.51422 -0.28797
H 0.31364 -1.37743 -0.99674
H 0.46622 -1.92571 0.56037
H -2.72457 -0.91149 0.71775
H 1.49786 2.07966 0.15427
H 2.54963 0.91004 -0.40258
*
```

* ΔE to the lowest compared entry with this formula, charge and spin: 156.8 kcal per mole
* LUMO: 0.78 eV
* E_tot: -303.64225 Eh
* HOMO energy: -8.07 eV

These are the Löwdin partial charges, in e, on atoms 1 to 6: -0.15 -0.01 -0.15 -0.26 0.07 -0.16

---

4.
ORCA calculation (the ωB97M-V functional and the def2-TZVPD basis) on C3H8N2O in the gas phase.

```
! RIJCOSX wB97M-V def2-TZVPD def2/J DEFGRID3
* xyz 0 1
C 2.10092 0.75060 -1.31754
N 0.72504 0.71019 -0.82152
C 0.60492 -0.22015 0.26859
C -0.84142 -0.33240 0.72257
N -1.71730 -0.86522 -0.18492
O -1.23112 0.08222 1.80079
H 2.52961 -0.24669 -1.58904
H 2.70442 1.17407 -0.50094
H 2.18002 1.41944 -2.16870
H 0.10797 0.43058 -1.57196
H 0.98647 -1.22257 0.02912
H 1.19037 0.13870 1.12567
H -1.42637 -1.50268 -0.90488
H -2.66420 -0.95164 0.17783
*
```

* ΔE to the lowest compared entry with this formula, charge and spin: 18.8 kcal per mole
* LUMO: 0.78 eV
* E_tot: -303.86222 Eh
* HOMO energy: -9.24 eV

These are the Löwdin partial charges, in e, on atoms 1 to 6: -0.14 -0.12 -0.20 -0.53 0.15 0.05

---

5.
ORCA calculation (the ωB97M-V functional and the def2-TZVPD basis) on C3H8N2O in the gas phase.

```
! RIJCOSX wB97M-V def2-TZVPD def2/J DEFGRID3
* xyz 0 1
C 1.86195 1.14711 0.55193
C 0.65354 0.23147 0.66708
O 0.59540 -0.63814 1.52175
N -0.31949 0.38262 -0.26781
C -1.48898 -0.45013 -0.22264
N -1.26070 -1.75239 -0.83405
H 1.86578 1.54226 -0.46206
H 1.58758 2.09881 1.07519
H 2.79376 0.81765 1.00030
H -0.36905 1.24141 -0.78986
H -1.96765 -0.74019 0.73676
H -2.30285 0.11743 -0.66010
H -1.24496 -1.84696 -1.84282
H -0.40431 -2.15094 -0.47366
*
```

* ΔE to the lowest compared entry with this formula, charge and spin: 20.6 kcal per mole
* LUMO: 0.82 eV
* E_tot: -303.85922 Eh
* HOMO energy: -9.24 eV

These are the Löwdin partial charges, in e, on atoms 1 to 6: 0.00 -0.55 0.04 0.05 -0.28 0.01

---

6.
ORCA calculation (the ωB97M-V functional and the def2-TZVPD basis) on C3H8N2O in the gas phase.

```
! RIJCOSX wB97M-V def2-TZVPD def2/J DEFGRID3
* xyz 0 1
C -1.98378 -1.21029 0.19067
N -1.13215 -0.04491 0.00302
C 0.22064 -0.22889 0.05132
O 0.78068 -1.19268 0.51876
C 1.04892 0.93885 -0.52548
N 2.31507 1.11312 0.12652
H -2.24799 -1.60061 -0.78225
H -2.83514 -0.96381 0.81975
H -1.40413 -1.97502 0.69561
H -1.39483 0.74126 -0.56306
H 1.20495 0.62419 -1.56318
H 0.53742 1.89785 -0.46674
H 2.14642 1.62361 0.99071
H 2.74393 0.27733 0.50435
*
```

* ΔE to the lowest compared entry with this formula, charge and spin: 17.4 kcal per mole
* LUMO: 0.86 eV
* E_tot: -303.86448 Eh
* HOMO energy: -9.25 eV

These are the Löwdin partial charges, in e, on atoms 1 to 6: -0.07 0.00 -0.51 0.06 -0.21 -0.01

---

7.
ORCA calculation (the ωB97M-V functional and the def2-TZVPD basis) on C3H8N2O in the gas phase.

```
! RIJCOSX wB97M-V def2-TZVPD def2/J DEFGRID3
* xyz 0 1
C 1.28666 0.17839 0.97182
N 0.01323 0.53740 0.23933
C 0.34908 1.24409 -1.02794
C -1.09449 -0.46765 -0.07204
O -2.10864 -0.09294 -0.61301
N -0.77096 -1.69684 0.33069
H 0.97580 -0.33303 1.89434
H 1.81675 -0.52555 0.31331
H -0.45650 1.22641 0.82925
H -0.55886 1.60222 -1.51425
H 1.03062 2.04957 -0.76079
H 0.86826 0.52870 -1.66883
H -1.45224 -2.43324 0.24282
H 0.10127 -1.81752 0.83528
*
```

* ΔE to the lowest compared entry with this formula, charge and spin: 75.1 kcal per mole
* LUMO: 0.70 eV
* E_tot: -303.77247 Eh
* HOMO energy: -6.93 eV

These are the Löwdin partial charges, in e, on atoms 1 to 6: -0.16 -0.20 -0.04 -0.52 0.08 0.20

---

8.
ORCA calculation (the ωB97M-V functional and the def2-TZVPD basis) on C3H8N2O in the gas phase.

```
! RIJCOSX wB97M-V def2-TZVPD def2/J DEFGRID3
* xyz 0 1
C 1.10193 -1.92606 0.00314
N 1.10931 -0.58974 0.59228
C -0.21316 -0.00103 0.61253
O -1.14476 -0.36555 1.30435
N -0.20768 1.00408 -0.29072
C -1.31098 1.88819 -0.59278
H 0.53673 -2.64912 0.60197
H 2.13237 -2.27227 -0.11630
H 0.65357 -1.87667 -0.99455
H 1.44623 -0.64078 1.54505
H 0.72344 1.09141 -0.66925
H -1.11912 2.91118 -0.24555
H -1.50969 1.91807 -1.67020
H -2.19820 1.50829 -0.07997
*
```

* ΔE to the lowest compared entry with this formula, charge and spin: 16.3 kcal per mole
* LUMO: 0.96 eV
* E_tot: -303.86618 Eh
* HOMO energy: -9.35 eV

These are the Löwdin partial charges, in e, on atoms 1 to 6: -0.11 -0.05 -0.58 0.06 0.01 -0.07

---

9.
ORCA calculation (the ωB97M-V functional and the def2-TZVPD basis) on C3H8N2O in the gas phase.

```
! RIJCOSX wB97M-V def2-TZVPD def2/J DEFGRID3
* xyz 0 1
C -0.38541 1.89057 0.46739
C 0.31189 0.80618 -0.33990
N -0.56003 -0.32517 -0.56171
C -0.33041 -1.65877 -0.35397
N 0.75796 -1.99781 0.39971
O -1.10362 -2.50405 -0.77227
H -0.98701 2.54687 -0.16095
H 0.33623 2.62105 0.85613
H -0.94671 1.47297 1.29834
H 0.74054 1.20286 -1.26235
H 1.14860 0.45204 0.26513
H -1.40726 -0.14534 -1.08349
H 0.97868 -2.98012 0.46153
H 1.44655 -1.38130 0.78641
*
```

* ΔE to the lowest compared entry with this formula, charge and spin: 3.8 kcal per mole
* LUMO: 0.83 eV
* E_tot: -303.88611 Eh
* HOMO energy: -9.46 eV

These are the Löwdin partial charges, in e, on atoms 1 to 6: -0.09 -0.25 0.04 -0.63 0.15 0.03

---

10.
ORCA calculation (the ωB97M-V functional and the def2-TZVPD basis) on C3H8N2O in the gas phase.

```
! RIJCOSX wB97M-V def2-TZVPD def2/J DEFGRID3
* xyz 0 1
C -2.03560 -0.16977 -0.16711
N -0.65714 -0.34032 -0.59156
C 0.18153 -0.48702 0.56016
C 1.55764 -0.39441 0.05193
N 2.04564 0.89347 -0.14483
O 2.18080 -1.33659 -0.37439
H -2.04429 0.50822 0.70891
H -2.48643 -1.09313 0.03823
H -2.55144 0.38464 -1.01132
H -0.59626 0.49156 -1.19407
H 0.01866 0.33564 1.40348
H -0.10053 -1.44393 1.01433
H 1.48737 1.72663 0.17249
H 3.00005 0.92504 -0.46624
*
```

* ΔE to the lowest compared entry with this formula, charge and spin: 34.6 kcal per mole
* LUMO: 0.80 eV
* E_tot: -303.83704 Eh
* HOMO energy: -9.26 eV

These are the Löwdin partial charges, in e, on atoms 1 to 6: -0.14 -0.13 -0.21 -0.56 0.13 0.06

---

11.
ORCA calculation (the ωB97M-V functional and the def2-TZVPD basis) on 2 unconnected molecules or ions with the total composition C3H8N2O.

```
! RIJCOSX wB97M-V def2-TZVPD def2/J DEFGRID3
* xyz 0 1
C 0.30756 -0.03409 -0.52924
C 0.27974 0.44132 0.84743
C 1.53773 -0.06047 -1.21382
N -2.06657 1.12904 0.85831
N 0.28984 -0.95002 0.69326
O -2.49872 0.08786 0.02777
H -0.72679 -0.02581 -0.99497
H 0.65121 1.10693 1.66563
H 2.37811 -0.37521 -0.72953
H 1.92616 0.89787 -1.70094
H 1.53907 -0.71402 -2.09949
H -2.21275 0.94774 1.79597
H -2.31901 -0.82254 0.34672
H 0.91442 -1.62860 1.03290
*
```

* ΔE to the lowest compared entry with this formula, charge and spin: 181.9 kcal per mole
* LUMO (spin up / spin down): 0.84 / 0.84 eV
* E_tot: -303.60231 Eh
* HOMO energy (spin up / spin down): -7.21 / -8.30 eV

These are the Löwdin partial charges, in e, on atoms 1 to 6: -0.33 -0.08 -0.10 0.00 0.04 -0.20

---

12.
ORCA calculation (the ωB97M-V functional and the def2-TZVPD basis) on C3H8N2O in the gas phase.

```
! RIJCOSX wB97M-V def2-TZVPD def2/J DEFGRID3
* xyz 0 1
C -0.66055 -1.64124 1.08844
C -0.75459 -0.53572 0.33605
C 0.23145 -0.22458 -0.71344
N 1.45298 -0.88051 -0.65754
O 0.43890 1.25858 0.00693
N -0.60110 2.21396 -0.18632
H 0.13676 -2.35391 0.95445
H -1.40620 -1.87387 1.83155
H -1.66556 0.04797 0.30433
H -0.18540 -0.15106 -1.72385
H 2.09538 -0.62646 -1.39579
H 1.89178 -0.81201 0.25295
H -0.74340 2.65627 0.72016
H -0.23044 2.92258 -0.81793
*
```

* ΔE to the lowest compared entry with this formula, charge and spin: 93.4 kcal per mole
* LUMO: 1.14 eV
* E_tot: -303.74329 Eh
* HOMO energy: -8.54 eV

These are the Löwdin partial charges, in e, on atoms 1 to 6: 0.01 -0.18 -0.32 0.08 -0.25 -0.02